C19H27Cl3F6N2O3PS2SiV | the ωB97M-V functional and the def2-TZVPD basis

```
65
Properties=species:S:1:pos:R:3:lowdin_charge:R:1
V -0.5699 0.3819 0.3056 0.46
C -1.8373 -3.1591 1.3303 0.05
C -0.9152 -2.1143 1.8719 -0.40
O -0.7202 -1.0460 1.2689 -0.21
N -0.3671 -2.3822 3.0589 0.12
C 0.7173 -1.6277 3.6446 -0.10
C 2.0012 -1.7901 2.8559 -0.29
C 3.2334 -1.4962 3.4245 -0.02
C 4.3621 -1.6255 2.6332 -0.05
C 4.2139 -2.0398 1.3188 -0.05
C 2.9411 -2.3203 0.8511 -0.15
N 1.8619 -2.2073 1.6075 0.10
H -2.4237 -2.7487 0.5151 0.06
H -2.4978 -3.5352 2.1086 0.10
H -1.2551 -3.9857 0.9218 0.12
H -0.5098 -3.3131 3.4254 0.17
H 0.8533 -1.9501 4.6774 0.14
H 0.4577 -0.5651 3.6470 0.05
H 3.2940 -1.1638 4.4477 0.11
H 5.3400 -1.4102 3.0398 0.11
H 5.0686 -2.1477 0.6739 0.11
H 2.7707 -2.6537 -0.1634 0.10
S 0.6601 -0.8745 -1.2654 0.85
C 2.0111 0.0969 -1.7706 -0.64
C 2.5551 0.0715 -3.0517 -0.10
C 3.6379 0.8822 -3.3468 -0.09
C 4.1787 1.7197 -2.3807 -0.09
C 3.6280 1.7734 -1.1124 -0.11
C 2.5449 0.9610 -0.8128 -0.66
S 1.7880 0.9935 0.7615 0.71
H 2.1234 -0.5775 -3.7990 0.11
H 4.0547 0.8701 -4.3419 0.10
H 5.0179 2.3531 -2.6187 0.10
H 4.0160 2.4383 -0.3577 0.11
C -4.1872 -0.4020 1.7657 -0.14
O -3.2371 0.3847 1.0671 -0.21
H -5.1378 0.1359 1.8379 0.09
H -3.7999 -0.5571 2.7711 0.04
H -4.3485 -1.3650 1.2760 0.07
H -3.5214 0.4058 0.1450 0.07
F -2.4150 -0.3890 -1.3744 -0.23
P -2.9198 -1.7049 -2.2929 0.19
F -3.4233 -2.9729 -3.1053 -0.11
F -4.1388 -0.7915 -2.8111 -0.14
F -1.9808 -1.1913 -3.4834 -0.13
F -3.8172 -2.1334 -0.9881 -0.18
F -1.6772 -2.5444 -1.6557 -0.21
C -1.1390 1.7744 -3.0408 0.00
C -1.0152 2.4808 -1.6783 -0.63
C 0.1924 3.4377 -1.7126 0.00
C -2.3169 3.2565 -1.4064 -0.01
O -0.8143 1.5580 -0.6902 -0.33
H -1.1405 2.5249 -3.8252 0.10
H -2.0621 1.2085 -3.0978 0.07
H -0.3065 1.0937 -3.2054 0.07
H -0.0123 4.2616 -2.3932 0.10
H 1.0765 2.8985 -2.0494 0.08
H 0.3871 3.8317 -0.7158 0.06
H -2.5620 3.8644 -2.2740 0.10
H -2.2060 3.8994 -0.5371 0.03
H -3.1293 2.5538 -1.2289 0.09
Cl -0.9994 3.7105 1.7607 0.37
Si -0.5914 1.7936 2.3081 -0.62
Cl -2.0083 1.1815 3.6597 0.35
Cl 1.0160 1.9873 3.6066 0.25
```

Calculated values
Relative energy (zero: lowest compared OMol25 entry of this formula, charge and spin) ... 177.9 kJ/mol
Gap between HOMO and LUMO (spin up / spin down) ... 0.22885 / 0.22905 hartree


C36H30ClHgIN5O4 | the ωB97M-V functional and the def2-TZVPD basis

```
78
Properties=species:S:1:pos:R:3:lowdin_charge:R:1
Hg 0.4347 -0.4236 1.7365 1.07
Cl -3.9158 -4.8524 5.4616 0.56
C -2.7950 -3.5578 5.0239 -0.63
C -2.1617 -2.8804 6.0455 -0.24
C -1.2909 -1.8515 5.7198 -0.66
I -0.3217 -0.8030 7.2626 0.74
C -1.0014 -1.4472 4.3925 -0.50
O -0.2075 -0.4834 4.0980 -0.25
C -1.6795 -2.1916 3.3606 -0.17
N -1.4117 -1.8170 2.0456 -0.07
C -2.0744 -2.4636 1.0390 -0.22
C -2.9581 -3.4837 1.2606 -0.14
C -3.2200 -3.9272 2.5760 -0.11
C -2.5802 -3.2487 3.6631 -0.22
H -2.3494 -3.1482 7.0763 0.07
H -1.8476 -2.1373 0.0301 0.07
H -3.4333 -3.9631 0.4111 0.08
H -3.8894 -4.7515 2.7722 0.04
N -5.2118 0.0506 1.3552 0.19
C -4.9778 1.3804 1.3280 -0.50
O -5.8781 2.1946 1.1988 0.02
C -3.5515 1.8172 1.4990 -0.11
C -3.2617 3.1664 1.5669 -0.01
C -1.9468 3.5696 1.7392 -0.05
C -0.9584 2.6013 1.8211 -0.12
N -1.2401 1.3107 1.7422 0.02
C -2.4973 0.9277 1.5931 -0.06
H -6.1504 -0.2486 1.1614 0.11
H -4.4799 -0.6422 1.3696 0.09
H -4.0764 3.8753 1.4874 0.11
H -1.6833 4.6169 1.8011 0.10
H 0.0866 2.8583 1.9409 0.12
H -2.6233 -0.1523 1.5595 0.08
C 5.6730 -0.8091 0.3176 -0.07
C 5.2247 -0.4292 1.7348 -0.65
C 5.7768 -1.4542 2.7354 -0.07
C 5.7718 0.9625 2.0830 -0.08
C 3.7527 -0.4134 1.8008 -0.20
C 2.5403 -0.4004 1.8551 -0.14
H 6.7674 -0.8251 0.2538 0.07
H 5.2876 -0.0913 -0.4090 0.08
H 5.2893 -1.7950 0.0502 0.08
H 6.8728 -1.4635 2.7110 0.07
H 5.4099 -2.4527 2.4932 0.08
H 5.4461 -1.2124 3.7467 0.08
H 6.8677 0.9635 2.0529 0.07
H 5.4448 1.2579 3.0813 0.08
H 5.3990 1.7025 1.3723 0.08
O 0.3392 -2.7888 -1.3545 0.04
C 0.1692 -1.6166 -1.6056 -0.57
N -0.0451 -1.1505 -2.9170 0.12
C 0.0643 0.2886 -2.9657 -0.27
C 0.1251 0.5907 -1.4284 -0.45
O 0.1612 1.7411 -0.9895 -0.02
N 0.1310 -0.5499 -0.7274 0.11
C 1.3262 0.7763 -3.6932 -0.11
C 1.7975 0.0952 -4.8115 -0.04
C 2.9367 0.5173 -5.4842 -0.10
C 3.6248 1.6416 -5.0516 -0.11
C 3.1511 2.3402 -3.9515 -0.08
C 2.0097 1.9168 -3.2803 -0.01
C -1.1562 0.9399 -3.6260 -0.12
C -1.5964 2.2104 -3.2687 -0.01
C -2.6995 2.7766 -3.8977 -0.09
C -3.3692 2.0918 -4.9019 -0.12
C -2.9260 0.8294 -5.2716 -0.10
C -1.8313 0.2607 -4.6350 -0.04
H 0.3181 -1.7356 -3.6490 0.11
H 1.2723 -0.7775 -5.1824 0.10
H 3.2882 -0.0390 -6.3447 0.09
H 4.5251 1.9636 -5.5619 0.09
H 3.6788 3.2195 -3.6011 0.10
H 1.6512 2.4532 -2.4111 0.11
H -1.0836 2.7398 -2.4752 0.11
H -3.0419 3.7575 -3.5894 0.10
H -4.2366 2.5310 -5.3808 0.09
H -3.4407 0.2792 -6.0503 0.09
H -1.5136 -0.7371 -4.9104 0.10
```

Calculated values
2S+1 ... 2
Net charge ... -2
Relative energy (zero: lowest compared OMol25 entry of this formula, charge and spin) ... 23.6 kJ/mol
Gap between HOMO and LUMO (spin up / spin down) ... 0.12666 / 0.19203 hartree
<S²> ... 0.7673


C2NO2S | the ωB97M-V functional and the def2-TZVPD basis

```
6
Properties=species:S:1:pos:R:3:lowdin_charge:R:1
C 1.0289 -0.9819 -0.3159 -0.66
C -1.1993 0.9210 0.4435 -0.91
N 1.8421 -1.4491 -1.0072 0.00
O -1.6357 0.8498 -0.6554 0.03
O 0.3974 -0.4475 0.5692 -0.14
S -1.2415 1.4837 1.9052 0.67
```

Calculated values
Net charge ... -1
Relative energy (zero: lowest compared OMol25 entry of this formula, charge and spin) ... 10.0 kJ/mol
Gap between HOMO and LUMO ... 0.28560 hartree


C32H34I2N6O6PRu | the ωB97M-V functional and the def2-TZVPD basis

```
82
Properties=species:S:1:pos:R:3:lowdin_charge:R:1
Ru 0.3006 -1.5084 -0.6638 1.33
I 3.9540 -5.1958 -1.9976 0.97
C 4.0579 -3.6699 -0.6005 -0.67
C 5.2351 -3.4916 0.1542 -0.22
C 5.3694 -2.4840 1.0736 -0.68
I 7.1566 -2.2984 2.1233 0.98
C 4.2905 -1.5841 1.2806 -0.21
C 4.2998 -0.4880 2.1738 -0.01
C 3.2097 0.3352 2.2736 -0.02
C 2.0820 0.0732 1.4850 -0.11
N 2.0288 -0.9516 0.6564 -0.02
C 3.1080 -1.7820 0.5327 -0.18
C 2.9617 -2.8375 -0.4342 -0.49
O 1.8515 -2.9273 -1.1152 -0.27
H 6.0557 -4.1777 -0.0097 0.08
H 5.1816 -0.3060 2.7746 0.07
H 3.2037 1.1787 2.9497 0.10
H 1.2077 0.7131 1.5254 0.09
C 2.6631 4.9897 1.2854 -0.03
C 1.6222 4.0308 1.7971 -0.21
C 1.7258 3.5373 3.0975 -0.03
C 0.7735 2.6830 3.6327 -0.06
C -0.2969 2.2871 2.8546 -0.03
C -0.3976 2.7603 1.5454 -0.22
N -1.4553 2.2807 0.7443 0.19
C -2.7538 2.2673 1.1107 -0.14
C -3.2243 3.1761 2.0979 0.03
C -4.5538 3.1907 2.4371 -0.03
C -5.4397 2.3003 1.8289 0.01
C -4.9847 1.3849 0.8738 0.02
C -3.6672 1.3605 0.4880 -0.03
C -3.2064 0.2764 -0.4647 -0.55
O -3.7812 -0.7840 -0.4730 0.10
O -2.1332 0.5696 -1.1456 -0.13
C 0.5354 3.6538 1.0038 -0.15
C 0.3094 4.2562 -0.3569 -0.01
H 3.5392 4.9867 1.9309 0.09
H 2.2778 6.0117 1.2609 0.10
H 2.9871 4.7400 0.2744 0.08
H 2.5658 3.8466 3.7079 0.13
H 0.8704 2.3225 4.6479 0.12
H -1.0356 1.5895 3.2289 0.13
H -1.2462 1.8020 -0.1415 0.11
H -2.5320 3.8806 2.5373 0.13
H -4.9153 3.9019 3.1672 0.13
H -6.4861 2.3097 2.1033 0.13
H -5.6598 0.6601 0.4391 0.13
H -0.7545 4.4040 -0.5480 0.09
H 0.7061 3.6043 -1.1374 0.06
H 0.7940 5.2259 -0.4425 0.08
N 3.3617 -0.2354 -2.5679 0.17
C 2.6230 0.9663 -3.1040 -0.15
P 0.8820 0.6627 -2.5527 0.41
O 0.7756 -0.8236 -2.8131 -0.41
O 0.7306 1.0947 -1.1347 -0.34
C -0.3238 1.4783 -3.6675 -0.18
N -1.5422 0.6130 -3.6363 0.10
H 2.8000 -1.0808 -2.7826 0.13
H 3.4368 -0.2116 -1.5454 0.14
H 4.2996 -0.3285 -2.9575 0.18
H 2.7173 0.9487 -4.1886 0.11
H 3.0684 1.8739 -2.7054 0.11
H 0.0410 1.5726 -4.6898 0.11
H -0.5733 2.4648 -3.2797 0.11
H -1.9336 0.5270 -2.5625 0.09
H -1.2899 -0.3287 -3.9393 0.13
H -2.2630 0.9695 -4.2597 0.16
N -4.1588 -7.0670 0.1762 0.19
C -4.3797 -5.9156 -0.4949 -0.49
O -5.3908 -5.6714 -1.1149 0.09
C -3.2798 -4.8744 -0.4396 -0.09
C -2.3009 -4.8195 0.5387 0.01
C -1.3742 -3.8043 0.5025 -0.10
N -1.3792 -2.8685 -0.4587 -0.09
C -2.3204 -2.9269 -1.4046 -0.13
C -3.2922 -3.8986 -1.4254 0.04
H -4.8652 -7.7821 0.1156 0.13
H -3.2603 -7.3173 0.5457 0.10
H -2.2605 -5.5338 1.3498 0.12
H -0.6006 -3.7226 1.2554 0.12
H -2.2680 -2.1627 -2.1613 0.10
H -4.0800 -3.9019 -2.1648 0.14
```

Calculated values
2S+1 ... 6
Net charge ... +2
Relative energy (zero: lowest compared OMol25 entry of this formula, charge and spin) ... 139.0 kJ/mol
Gap between HOMO and LUMO (spin up / spin down) ... 0.26137 / 0.15478 hartree
<S²> ... 8.7958


Number 1: electronic energy -147671.6407 eV. Number 2: electronic energy -78259.2404 eV. Number 3: electronic energy -18495.6918 eV. Number 4: electronic energy -83022.2248 eV.